1.
ORCA calculation (ωB97M-V/def2-TZVPD) on a 2-piece molecular cluster, C2BrO4 overall at a distorted geometry.

Output
**Lowest unoccupied orbital energy**: 0.1311 Eh
**Molecular weight**: 167.9 g mol⁻¹
**Net charge**: -1
**Strongest force on any atom**: 2.1 eV/A
**E_HOMO**: -5.09 eV
**Energy above the lowest of the compared OMol25 structures with the same formula, charge and spin**: 0.367 eV

Geometry (Å):
C 0.881 1.069 -0.638
C -1.133 -1.087 1.098
O 1.395 2.127 -0.985
O -2.065 -0.865 0.428
O -0.372 -1.404 1.895
O 0.231 0.579 0.289
Br 1.063 -0.419 -2.088


2.
ORCA calculation (ωB97M-V/def2-TZVPD) on one molecule with the formula C2Cl2F3NO at a distorted geometry.

Output
**Lowest unoccupied orbital energy (spin up / spin down)**: -0.0483 / -0.0593 Eh
**Molecular weight**: 181.9 g mol⁻¹
**Strongest force on any atom**: 3.0 eV/A
**E_HOMO (spin up / spin down)**: -9.65 / -9.71 eV
**Energy above the lowest of the compared OMol25 structures with the same formula, charge and spin**: 3.919 eV

Geometry (Å):
C 0.037 0.611 0.114
C -0.899 -0.161 0.883
N 0.790 -0.374 -0.903
O -0.009 -1.120 -1.385
F 0.958 1.346 0.757
F -0.535 1.439 -0.747
F -0.514 -0.870 1.960
Cl -1.965 -1.045 -0.075
Cl 2.310 -1.101 -0.285


3.
ORCA calculation (ωB97M-V/def2-TZVPD) on a 2-piece molecular cluster, C2Cl2FNS overall at a distorted geometry.

Output
**Lowest unoccupied orbital energy (spin up / spin down)**: -0.0261 / -0.0261 Eh
**Molecular weight**: 160.0 g mol⁻¹
**Strongest force on any atom**: 1.8 eV/A
**E_HOMO (spin up / spin down)**: -10.01 / -10.01 eV
**Energy above the lowest of the compared OMol25 structures with the same formula, charge and spin**: 0.346 eV

Geometry (Å):
F -2.411 1.362 0.381
C -1.141 1.205 0.103
S -0.607 1.298 -1.439
Cl -0.231 0.941 1.588
N 0.626 -2.302 0.496
C 1.299 -1.648 -0.163
Cl 2.465 -0.857 -0.965


4.
ORCA calculation (ωB97M-V/def2-TZVPD) on one molecule with the formula C2Cl2N2S at a distorted geometry.

Output
**Lowest unoccupied orbital energy**: -0.0163 Eh
**Molecular weight**: 155.0 g mol⁻¹
**Strongest force on any atom**: 6.8 eV/A
**E_HOMO**: -8.99 eV
**Energy above the lowest of the compared OMol25 structures with the same formula, charge and spin**: 2.732 eV

Geometry (Å):
Cl -2.112 -1.219 0.020
C -0.525 -0.742 -0.023
N 0.572 -1.388 -0.020
N 1.683 -0.770 0.004
S 1.582 0.878 0.027
C -0.067 0.983 0.002
Cl -1.134 2.258 -0.011


5.
ORCA calculation (ωB97M-V/def2-TZVPD) on one molecule with the formula C2Cl4 at a distorted geometry.

Output
**Lowest unoccupied orbital energy**: 0.0173 Eh
**Molecular weight**: 165.8 g mol⁻¹
**Strongest force on any atom**: 2.0 eV/A
**E_HOMO**: -9.68 eV
**Energy above the lowest of the compared OMol25 structures with the same formula, charge and spin**: 0.000 eV

Geometry (Å):
Cl 0.408 0.847 1.932
C -0.298 0.040 0.559
Cl -1.975 -0.588 0.767
C 0.350 -0.023 -0.598
Cl 1.853 0.744 -0.760
Cl -0.338 -1.020 -1.900


6.
ORCA calculation (ωB97M-V/def2-TZVPD) on a 2-piece molecular cluster, C2Cl4F2N2 overall at a distorted geometry.

Output
**Lowest unoccupied orbital energy (spin up / spin down)**: -0.0101 / -0.1033 Eh
**Molecular weight**: 231.8 g mol⁻¹
**Strongest force on any atom**: 2.7 eV/A
**E_HOMO (spin up / spin down)**: -10.31 / -7.70 eV
**Energy above the lowest of the compared OMol25 structures with the same formula, charge and spin**: 1.742 eV

Geometry (Å):
C 1.075 0.858 0.781
C -1.854 -1.374 -1.432
N 0.432 1.666 0.033
N 0.619 -0.382 0.875
F -2.211 -2.158 -0.452
F -1.234 -1.935 -2.453
Cl -1.547 0.209 -0.979
Cl 0.920 3.294 -0.038
Cl 2.478 1.281 1.681
Cl 1.320 -1.458 1.984